Entry 1:
124
Properties=species:S:1:pos:R:3:lowdin_spin:R:1 method="wB97M-V/def2-TZVPD" lumo_energy_ev="3.311 / 3.233" charge=-2 s2=0.752 orbital_gap_ev="6.364 / 7.216" spin_multiplicity=2
Hg -0.1752 3.9699 0.9533 0.39
O -0.2911 2.3922 2.6599 0.09
C -0.0557 1.6586 3.6042 0.01
O -0.9579 1.1006 4.4459 0.00
B -0.2615 0.4703 5.5603 0.00
O 1.1812 0.8778 5.3355 0.00
C 1.3378 1.6211 4.2926 0.00
O 2.3399 2.2729 3.9877 0.00
O -0.5136 -0.9410 5.5899 0.00
C -1.1778 -1.3074 6.6522 0.00
O -1.6581 -2.3921 6.9701 0.00
C -1.2033 -0.0824 7.5513 0.00
O -0.7204 0.9195 6.8324 0.00
O -1.5283 -0.0646 8.7672 0.00
O 2.2455 4.2220 0.7059 0.12
C 3.2875 3.8785 0.2307 0.01
O 3.6270 3.4791 -1.0262 0.00
B 5.0140 3.0378 -0.9786 0.00
O 5.5918 3.3753 0.3877 0.00
C 4.5668 3.7150 1.1126 0.00
O 4.4953 3.8402 2.3210 0.00
O 5.7436 3.8085 -2.0003 0.00
C 5.8422 2.9939 -3.0934 0.00
O 6.2564 3.2713 -4.2690 0.00
C 5.3756 1.5705 -2.5710 0.00
O 5.1731 1.6601 -1.3294 0.00
O 5.3489 0.5315 -3.2429 0.00
P 0.2118 1.2546 -1.0443 0.01
F 1.3652 0.9805 -2.1814 0.00
F 1.1557 1.0683 0.2890 0.00
F 0.6957 2.8643 -0.9662 0.06
F -0.8975 1.8631 -0.1137 0.03
F -0.7977 1.5296 -2.3283 0.00
F -0.3809 -0.2485 -0.9660 0.00
C 3.8745 -4.8710 2.3072 0.00
C 2.6608 -5.3262 1.4386 0.00
C 2.0956 -6.5360 2.1814 0.00
C 1.3160 -6.0686 3.3971 0.00
C 0.2156 -5.1630 3.0294 0.00
C 0.6017 -3.9013 2.2341 0.00
N 1.5858 -4.3689 1.1923 0.00
O 2.1633 -3.2285 0.5707 0.00
C -0.6972 -3.2662 1.5280 0.00
C 1.1736 -2.9029 3.2306 0.00
C 3.1302 -5.8770 0.0437 0.00
H 4.7514 -5.4982 2.1466 0.00
H 3.6272 -4.7307 3.3595 0.00
H 4.2158 -3.8809 2.0052 0.00
H 1.4711 -7.2471 1.6407 0.00
H 2.8822 -7.0791 2.7053 0.00
H 1.9953 -5.6136 4.1180 0.00
H 0.8927 -6.9395 3.8976 0.00
H -0.0430 -4.7544 4.0062 0.00
H -0.6076 -5.6552 2.5116 0.00
H -0.4258 -2.4996 0.8022 0.00
H -1.2483 -3.9969 0.9359 0.00
H -1.4664 -2.8743 2.1935 0.00
H 1.4867 -1.9243 2.8667 0.00
H 0.5031 -2.8348 4.0872 0.00
H 2.0767 -3.3406 3.6558 0.00
H 3.5961 -5.2524 -0.7184 0.00
H 2.3502 -6.2030 -0.6443 0.00
H 3.8927 -6.6406 0.1969 0.00
H 2.5695 -2.8409 1.3494 0.00
C -1.8433 6.4790 2.4516 0.04
C -2.9204 6.2265 1.4503 0.01
C -3.0088 7.5486 0.6622 0.00
C -4.0451 7.4376 -0.5030 0.00
C -3.4439 6.3882 -1.4204 0.00
C -3.3110 4.9468 -0.7826 0.00
N -2.6136 5.0324 0.5519 0.08
O -2.5372 3.8990 1.1611 0.09
C -4.7773 4.4018 -0.6181 0.00
C -2.5850 4.1210 -1.7914 0.01
C -4.2680 6.0789 2.2727 0.00
H -2.0735 7.2110 3.2257 0.00
H -0.9233 6.8760 2.0225 0.01
H -1.6657 5.6379 3.1217 0.01
H -3.3227 8.3739 1.3013 0.00
H -2.0490 7.7905 0.2057 0.00
H -3.9408 8.3511 -1.0885 0.00
H -5.0964 7.3641 -0.2249 0.00
H -2.4328 6.6759 -1.7084 0.00
H -3.9120 6.4240 -2.4041 0.00
H -5.4495 5.1343 -0.1712 0.00
H -5.2560 4.1743 -1.5706 0.00
H -4.9251 3.4583 -0.0926 0.00
H -2.7576 3.0464 -1.7313 0.00
H -3.0944 4.4290 -2.7045 0.00
H -1.5264 4.3518 -1.9106 0.01
H -5.1278 5.8501 1.6430 0.00
H -4.4906 6.9638 2.8690 0.00
H -3.9990 5.2339 2.9064 0.00
H -3.4520 3.6747 1.3465 0.00
C -0.4821 -4.0558 -2.1504 0.00
C 0.4612 -3.8353 -3.3826 0.00
C 0.0291 -4.8584 -4.4961 0.00
C -1.2470 -4.4476 -5.3013 0.00
C -1.0405 -2.9709 -5.7981 0.00
C -0.7022 -1.9678 -4.7000 0.00
N 0.4204 -2.4935 -3.9125 0.00
O 1.0348 -1.5854 -3.1209 0.00
C -0.3260 -0.6687 -5.4339 0.00
C -2.0295 -1.6690 -3.8968 0.00
C 1.9029 -4.2569 -3.0639 0.00
H -0.2279 -4.9913 -1.6520 0.00
H -1.5463 -4.0181 -2.3830 0.00
H -0.2657 -3.3361 -1.3609 0.00
H 0.8007 -5.1724 -5.1990 0.00
H -0.1492 -5.8491 -4.0779 0.00
H -2.0913 -4.4434 -4.6120 0.00
H -1.3933 -5.0933 -6.1672 0.00
H -1.9510 -2.7933 -6.3705 0.00
H -0.3797 -2.9491 -6.6647 0.00
H -1.0428 -0.1996 -6.1078 0.00
H -0.3048 0.0514 -4.6159 0.00
H 0.6683 -0.6770 -5.8804 0.00
H -2.7326 -1.1640 -4.5592 0.00
H -2.6483 -2.5174 -3.6044 0.00
H -1.9169 -0.9879 -3.0533 0.00
H 1.9472 -5.3304 -2.8805 0.00
H 2.2193 -3.8758 -2.0929 0.00
H 2.6468 -3.9663 -3.8057 0.00
H 0.3190 -1.3336 -2.5327 0.00


Entry 2:
121
Properties=species:S:1:pos:R:3:mulliken_charge:R:1 method="wB97M-V/def2-TZVPD" lumo_energy_ev=-0.098 e_above_lowest_kcal_mol=0.0 orbital_gap_ev=8.337 spin_multiplicity=1
C 0.5272 -4.0607 -0.3729 -0.48
C -0.0253 -3.0104 -0.5395 -0.73
C -0.7911 -1.7345 -0.7184 0.67
C -0.1744 -0.4709 -0.3470 0.04
N -0.7443 0.7187 -0.4172 -0.54
C -2.0113 0.6043 -0.9124 0.23
C -2.7890 1.8306 -1.0367 -0.53
C -4.0930 1.8434 -1.5590 -0.63
C -4.7011 0.5799 -2.0051 0.86
C -6.1172 0.6264 -2.6190 -0.11
B -6.9447 -0.7109 -2.3112 0.73
O -7.4372 -1.5317 -3.3446 -0.60
O -7.2412 -1.1241 -0.9952 -0.58
C -3.9698 -0.5915 -1.8609 0.39
C -2.6260 -0.6125 -1.3193 -0.30
N -2.0085 -1.8272 -1.2166 -0.18
H 0.7049 -5.1066 -0.1997 0.55
H 0.8605 -0.5061 0.0320 0.00
H -2.3194 2.7700 -0.7338 0.55
H -4.7124 2.7730 -1.6684 0.53
H -5.9969 0.7813 -3.7149 -0.68
H -6.6880 1.4947 -2.2288 0.34
H -6.7775 -2.1827 -3.6258 0.18
H -6.6259 -1.8335 -0.7532 0.32
H -4.4037 -1.5496 -2.1837 -0.23
Br 3.1531 1.5477 -0.5425 -0.11
C 4.5182 0.5309 0.4048 -0.45
C 4.6590 -0.8598 -0.1585 -0.34
Br 3.2070 -2.0119 0.4262 -0.09
H 4.2470 0.5410 1.4577 0.10
H 5.4396 1.0950 0.2651 0.42
H 5.5658 -1.3340 0.2146 0.39
H 4.6634 -0.8832 -1.2458 0.08
Br -3.7767 -4.5777 -2.0412 -0.10
C -2.5239 -5.1532 -3.4043 -0.27
C -1.8943 -6.4458 -2.9984 -0.63
Br -0.5389 -6.1015 -1.6306 -0.10
H -1.7989 -4.3561 -3.5435 -0.10
H -3.1137 -5.2617 -4.3138 0.41
H -1.3617 -6.9083 -3.8287 0.41
H -2.6059 -7.1593 -2.5915 0.41
Br 3.1422 2.0031 -5.0398 -0.14
C 4.1875 0.5380 -4.2993 -0.30
C 3.5566 -0.7937 -4.6095 -0.84
Br 2.0164 -1.1320 -3.4660 0.08
H 4.2866 0.7265 -3.2329 -0.01
H 5.1658 0.6179 -4.7718 0.44
H 4.2509 -1.6061 -4.3984 0.44
H 3.2139 -0.8747 -5.6376 0.39
Br -6.3242 0.7068 -5.7505 -0.20
C -4.7117 -0.2679 -6.2393 -0.54
C -5.0015 -1.7268 -6.4757 -0.50
Br -5.2307 -2.6884 -4.7980 -0.07
H -3.9861 -0.0996 -5.4473 0.27
H -4.3605 0.2053 -7.1554 0.40
H -4.1561 -2.2099 -6.9642 0.23
H -5.9001 -1.8960 -7.0630 0.47
Br 1.7965 0.1232 3.2861 -0.07
C 2.5933 1.0801 4.7833 -0.30
C 3.5889 0.2291 5.5262 -0.71
Br 2.6983 -1.0707 6.6690 -0.08
H 1.7747 1.4207 5.4100 0.12
H 3.0864 1.9427 4.3353 0.25
H 4.1823 0.8429 6.2028 0.41
H 4.2536 -0.3280 4.8709 0.38
Br 0.6879 1.2472 8.6301 -0.09
C 1.4913 2.9900 8.9565 -0.66
C 0.7447 4.0773 8.2288 -0.60
Br 1.1761 4.0654 6.3298 -0.05
H 2.5353 2.9182 8.6633 0.34
H 1.4311 3.1366 10.0340 0.37
H 1.0485 5.0602 8.5865 0.35
H -0.3347 3.9844 8.3108 0.36
Br -0.4161 -2.0684 9.1559 -0.15
C 0.4328 -3.3811 10.3137 -0.53
C 1.8720 -3.5934 9.9246 -0.60
Br 2.0191 -4.6960 8.3285 -0.12
H -0.1646 -4.2870 10.2606 0.37
H 0.3645 -2.9646 11.3176 0.36
H 2.4030 -4.1436 10.7002 0.34
H 2.3997 -2.6655 9.7181 0.32
Br 0.4123 7.1890 4.4926 -0.15
C 0.9625 7.0689 2.6290 -0.54
C 1.3951 5.6682 2.2765 -0.65
Br 3.1719 5.2753 2.9711 -0.16
H 1.7436 7.8094 2.4807 0.39
H 0.0838 7.3536 2.0524 0.34
H 1.4801 5.5535 1.1970 0.38
H 0.7278 4.9043 2.6671 0.36
Br -4.2653 4.1503 -0.2754 0.00
C -3.8834 5.3975 1.1788 -0.57
C -4.1642 4.7723 2.5198 -0.55
Br -6.0750 4.7134 2.8888 -0.14
H -4.4691 6.2945 0.9945 0.40
H -2.8241 5.6340 1.0810 0.20
H -3.7384 5.3752 3.3202 0.35
H -3.7943 3.7533 2.6020 0.37
Br 6.1877 -3.1560 7.8539 -0.10
C 7.1264 -4.8382 7.5644 -0.58
C 6.1690 -5.9999 7.5262 -0.56
Br 5.5689 -6.4859 9.3122 -0.13
H 7.8722 -4.9251 8.3496 0.36
H 7.6266 -4.7233 6.6040 0.33
H 6.6622 -6.8908 7.1404 0.34
H 5.2779 -5.7992 6.9370 0.34
Br -0.4808 1.1133 -6.7230 -0.11
C 0.4058 -0.5901 -7.0362 0.04
C -0.5904 -1.7129 -7.1333 -0.72
Br -1.2508 -2.2182 -5.3728 0.00
H 1.1251 -0.7252 -6.2331 -0.29
H 0.9368 -0.4656 -7.9786 0.28
H -0.1210 -2.6117 -7.5308 0.44
H -1.4571 -1.4639 -7.7399 0.35
Br 0.7673 0.9736 -10.4068 -0.13
C 1.5843 2.6897 -9.9845 -0.47
C 0.8642 3.8232 -10.6649 -0.62
Br 1.3178 3.9208 -12.5561 -0.14
H 2.6317 2.6188 -10.2641 0.41
H 1.5065 2.7819 -8.9013 0.24
H 1.1765 4.7790 -10.2478 0.36
H -0.2173 3.7400 -10.6028 0.37